(1)
C60H79N19O16 | ωB97M-V/def2-TZVPD

ORCA input file:
```
! wB97M-V def2-TZVPD RIJCOSX def2/J DEFGRID3
* xyz 1 2
C 2.9331 -6.5817 3.6456
C 3.6968 -5.5173 4.1768
C 3.0432 -4.3166 4.4481
C 1.6553 -4.1952 4.2606
C 0.8741 -5.3100 3.9323
C 1.5586 -6.4573 3.4577
C -0.5895 -5.2847 3.8803
O -1.2926 -6.2586 3.5617
C -1.1608 -3.8944 3.7871
C -2.4818 -3.6676 3.3149
C -2.9957 -2.3930 3.1110
C -2.1241 -1.2776 3.2828
C -0.9000 -1.5265 3.9179
C -0.3758 -2.7832 4.1107
C 1.0348 -2.7991 4.4647
O 1.7216 -1.7939 4.8184
H 3.3081 -7.5503 3.3497
H 4.7702 -5.4993 4.2948
H 3.5924 -3.4122 4.6644
H 1.0869 -7.3311 3.0330
H -3.1615 -4.4857 3.1274
H -4.0141 -2.2139 2.7990
H -2.5429 -0.2980 3.1055
H -0.4216 -0.6293 4.2819
C 2.8072 -3.6098 0.5021
C 3.6271 -2.8445 1.3722
C 3.2923 -1.5496 1.7387
C 2.0575 -1.0015 1.3205
C 1.2113 -1.7645 0.4802
C 1.6489 -3.0204 0.0158
C -0.1345 -1.1685 0.0695
O -1.0181 -1.8079 -0.4727
C -0.3315 0.3419 0.2343
C -1.2457 1.0333 -0.5469
C -1.4483 2.3953 -0.4434
C -0.7888 3.0364 0.6108
C 0.2824 2.4437 1.3010
C 0.5599 1.0999 1.0430
C 1.7821 0.4291 1.6013
O 2.5270 1.0845 2.3254
H 2.9722 -4.6285 0.1836
H 4.4562 -3.3336 1.8620
H 4.0495 -0.8459 2.0515
H 1.0895 -3.4912 -0.7792
H -1.9814 0.5409 -1.1656
H -2.1659 2.9463 -1.0332
H -1.1124 4.0541 0.7716
H 0.7154 2.9704 2.1386
C -5.4213 5.7685 -4.8462
C -4.1076 6.1805 -4.5337
C -3.0688 5.2933 -4.3327
C -3.2995 3.8722 -4.4248
C -4.6226 3.3718 -4.6427
C -5.6002 4.3601 -4.8856
C -5.0137 1.9097 -4.6740
O -6.2008 1.6171 -4.9406
C -3.7495 1.0113 -4.5020
C -3.9654 -0.3387 -4.4867
C -2.9117 -1.2233 -4.2888
C -1.6396 -0.7943 -4.0488
C -1.3561 0.5906 -4.0489
C -2.4428 1.4139 -4.3397
C -2.1707 2.9202 -4.3747
O -1.0489 3.2872 -4.4247
H -6.2044 6.4597 -5.1209
H -4.0560 7.2590 -4.5581
H -2.1294 5.7959 -4.1560
H -6.5782 4.0137 -5.1854
H -4.9459 -0.7829 -4.3986
H -2.9613 -2.2958 -4.1722
H -0.8228 -1.4323 -3.7451
H -0.3750 0.9498 -3.7751
C 4.5244 -4.3407 -2.8442
O 3.3355 -4.4891 -2.9343
N 5.4048 -4.8418 -3.6217
N 5.1817 -3.6560 -2.0228
H 6.3335 -4.4581 -3.5194
H 5.2201 -5.2522 -4.5259
H 6.1826 -3.5856 -2.1385
H 4.5541 -3.2484 -1.3445
C 2.1493 2.7005 -2.1436
O 1.6405 3.6902 -1.5662
N 2.6381 2.7186 -3.3037
N 2.3105 1.5561 -1.5244
H 2.9645 3.6110 -3.6461
H 2.7143 1.8571 -3.8253
H 1.8024 1.3927 -0.6669
H 2.9727 0.8803 -1.8779
C 5.6602 -1.0993 4.2645
O 6.0429 -2.2274 4.2666
N 6.3811 -0.1260 3.8301
N 4.4197 -0.7235 4.5460
H 7.2549 -0.5192 3.5108
H 6.2522 0.8730 3.9045
H 3.7288 -1.4213 4.7821
H 4.2383 0.2685 4.6019
C -5.1705 -3.3891 0.0350
O -6.3041 -3.7120 0.3452
N -4.5795 -2.2541 0.1322
N -4.3415 -4.1793 -0.5518
H -3.6510 -2.0451 -0.2061
H -5.1404 -1.4538 0.3872
H -3.4084 -3.9262 -0.8440
H -4.3700 -5.1856 -0.4694
C 6.6559 0.5488 -0.2088
O 7.4439 1.3706 0.1751
N 6.9615 -0.3925 -1.1094
N 5.3865 0.4075 0.1195
H 6.2452 -1.0272 -1.4321
H 7.8973 -0.1966 -1.4348
H 5.1035 -0.4862 -0.2565
H 5.1663 0.8480 1.0012
C 2.2740 -7.2247 -0.7722
O 1.8614 -7.9330 0.1392
N 3.3412 -7.3893 -1.4433
N 1.7008 -6.2957 -1.3269
H 3.6493 -6.9331 -2.2901
H 3.9514 -8.1666 -1.2346
H 1.9945 -5.7868 -2.1484
H 0.8487 -6.0211 -0.8592
C 1.6686 7.0256 -1.1330
O 2.1013 8.0508 -0.6736
N 1.2713 6.0049 -0.4248
N 1.6223 6.7721 -2.3855
H 1.3295 5.1158 -0.9003
H 0.7939 6.1200 0.4578
H 1.4466 5.7850 -2.5071
H 1.7256 7.4828 -3.0957
C 5.8501 3.9478 2.9979
O 6.4536 3.4499 2.0342
N 4.8438 3.3567 3.6612
N 6.1539 5.1781 3.4843
H 4.3315 3.8038 4.4080
H 4.4116 2.5477 3.2384
H 5.6212 5.7603 4.1147
H 6.8823 5.6119 2.9354
C 8.3487 -2.4054 1.6315
O 8.6294 -1.3444 2.1280
N 7.2340 -3.0320 1.8777
N 9.1276 -3.0343 0.7827
H 7.0358 -3.8049 1.2584
H 6.6935 -2.8127 2.7023
H 9.9632 -2.5765 0.4475
H 8.9582 -4.0299 0.7742
C -6.6294 0.4235 -1.7080
C -6.4550 1.4275 -0.5163
C -5.1961 2.2350 -0.8163
C -5.0123 3.5309 -0.0092
C -6.1591 4.5273 -0.1970
C -7.5267 3.7562 0.1033
N -7.6360 2.3621 -0.5288
O -8.9097 1.8381 -0.2046
C -7.9533 3.8902 1.5631
C -8.6196 4.6535 -0.6549
C -6.1727 0.6597 0.7518
H -7.5681 -0.0792 -1.4750
H -5.8288 -0.3101 -1.8036
H -6.7874 0.8356 -2.7046
H -4.3258 1.6124 -0.6089
H -5.0726 2.3902 -1.8881
H -4.0745 4.0334 -0.2460
H -4.8649 3.2428 1.0316
H -6.0860 4.8271 -1.2424
H -6.0559 5.4020 0.4451
H -9.0025 3.7522 1.8244
H -7.1792 3.4489 2.1910
H -7.7531 4.9119 1.8858
H -9.5774 4.1978 -0.4038
H -8.7451 5.6693 -0.2799
H -8.5974 4.6529 -1.7446
H -5.1616 0.2535 0.7259
H -6.7249 -0.2564 0.9616
H -6.1646 1.2881 1.6424
H -9.4553 2.0738 -0.9584
*
```

Properties
LUMO level (alpha / beta) in hartree: -0.13087 / -0.26067
E_tot in eV: -124566.2114
HOMO energy (alpha / beta) in eV: -10.08 / -10.08
Orbital gap (alpha / beta) in eV: 6.520 / 2.988

(2)
C60H80BBrN8O6S | ωB97M-V/def2-TZVPD

ORCA input file:
```
! wB97M-V def2-TZVPD RIJCOSX def2/J DEFGRID3
* xyz 0 1
C -6.8265 3.8533 1.3312
C -5.5829 3.5636 0.4745
C -4.7562 2.4206 1.1078
C -4.1759 1.4381 0.0602
C -2.6712 1.1304 0.2493
C -2.3650 -0.3775 0.2026
C -0.9345 -0.6919 -0.2832
C -0.0820 -1.3344 0.7986
C 1.3662 -1.5932 0.3484
C 1.8045 -3.0846 0.4441
C 2.8538 -3.3218 1.5529
C 4.2495 -3.5143 0.9262
C 5.3973 -2.8979 1.8016
C 5.3721 -3.7475 3.0975
O 4.5976 -3.1316 4.1123
C 5.3676 -2.6138 5.1808
C 5.9568 -1.2377 4.9094
C 6.4322 -0.5530 6.1781
O 5.0168 -1.5507 2.0256
S 5.5467 -0.6040 0.8508
O 6.1318 0.4869 1.5505
O 4.5687 -0.1583 -0.0741
O 6.5858 -1.6256 0.2302
C 6.6778 -2.9082 0.9317
Br 6.7970 -4.2021 -0.5282
B 8.1580 -2.9212 1.5805
O 8.4725 -3.6943 2.6792
C 9.2763 -2.0547 0.8949
C 9.3315 -0.5880 1.4145
H -6.5154 4.2979 2.2734
H -7.3417 2.9234 1.5400
H -7.4700 4.5577 0.8113
H -4.9821 4.4683 0.3998
H -5.9271 3.2648 -0.5133
H -3.9863 2.8300 1.7600
H -5.4553 1.8875 1.7491
H -4.3053 1.8966 -0.9169
H -4.7611 0.5223 0.1093
H -2.1324 1.6567 -0.5372
H -2.3290 1.5380 1.2002
H -2.5347 -0.7827 1.1977
H -3.0922 -0.8021 -0.4853
H -0.4766 0.2331 -0.6268
H -1.0068 -1.3724 -1.1320
H -0.0413 -0.6293 1.6329
H -0.5672 -2.2252 1.1920
H 2.0688 -0.9886 0.9164
H 1.4733 -1.2784 -0.6890
H 0.9029 -3.6634 0.6320
H 2.1770 -3.3876 -0.5335
H 2.8007 -2.4970 2.2524
H 2.5749 -4.2610 2.0242
H 4.4005 -4.5784 0.8056
H 4.2657 -2.9882 -0.0305
H 6.3602 -3.9689 3.4987
H 4.9024 -4.7005 2.8766
H 6.1299 -3.3141 5.5385
H 4.6739 -2.4871 6.0133
H 6.7179 -1.2825 4.1265
H 5.1527 -0.6331 4.4962
H 7.1295 -1.1529 6.7597
H 5.5739 -0.3106 6.8012
H 6.9067 0.3982 5.9526
H 8.7348 -3.1396 3.4318
H 10.2205 -2.5234 1.1677
H 9.2294 -2.1035 -0.1904
H 8.4519 -0.3067 1.9874
H 9.4048 0.0717 0.5563
H 10.2129 -0.4121 2.0248
C 5.1476 0.1251 -3.7449
C 4.2606 0.8517 -2.9685
C 3.2387 1.5354 -3.6095
N 3.0616 1.5374 -4.9314
C 3.9266 0.8337 -5.6600
C 4.9800 0.1127 -5.1205
H 5.9589 -0.4244 -3.2830
H 4.3597 0.8862 -1.8943
H 2.5185 2.1147 -3.0421
H 3.7590 0.8555 -6.7324
H 5.6507 -0.4426 -5.7621
C 13.2037 -5.6661 3.8964
C 11.9629 -5.9306 3.3412
C 11.2142 -4.8673 2.8577
N 11.6244 -3.5994 2.9039
C 12.8203 -3.3634 3.4431
C 13.6459 -4.3543 3.9491
H 13.8174 -6.4699 4.2829
H 11.5807 -6.9405 3.2828
H 10.2425 -5.0296 2.4156
H 13.1239 -2.3223 3.4668
H 14.6083 -4.1041 4.3737
C -3.6830 8.7070 3.6618
C -3.1879 7.5353 3.1142
C -4.0608 6.4726 2.9382
N -5.3500 6.5109 3.2685
C -5.8078 7.6450 3.7946
C -5.0223 8.7670 4.0102
H -3.0350 9.5608 3.8148
H -2.1487 7.4456 2.8289
H -3.7178 5.5362 2.5099
H -6.8609 7.6461 4.0549
H -5.4496 9.6628 4.4397
C -0.0222 1.3680 -8.2503
C -0.3316 1.7671 -9.5411
C 0.1756 2.9746 -9.9941
N 0.9411 3.7795 -9.2591
C 1.2256 3.3800 -8.0196
C 0.7741 2.1894 -7.4687
H -0.3972 0.4307 -7.8587
H -0.9523 1.1557 -10.1825
H -0.0381 3.3251 -10.9990
H 1.8489 4.0546 -7.4432
H 1.0430 1.9170 -6.4564
C -3.2896 3.9230 -9.7401
C -3.0992 3.6092 -8.4048
C -4.2101 3.5749 -7.5753
N -5.4516 3.8290 -7.9865
C -5.6137 4.1303 -9.2730
C -4.5733 4.1895 -10.1875
H -2.4496 3.9599 -10.4212
H -2.1137 3.3956 -8.0139
H -4.1092 3.3316 -6.5231
H -6.6342 4.3346 -9.5788
H -4.7652 4.4385 -11.2224
C -12.3726 3.1452 3.6815
C -11.6847 4.3465 3.7504
C -10.4683 4.4471 3.0919
N -9.9185 3.4535 2.3976
C -10.5948 2.3067 2.3454
C -11.8195 2.0992 2.9641
H -13.3269 3.0228 4.1781
H -12.0818 5.1884 4.3016
H -9.8969 5.3695 3.1163
H -10.1213 1.5143 1.7742
H -12.3265 1.1506 2.8872
C 3.6848 -7.5581 -4.0545
C 4.6089 -6.6400 -3.5836
C 4.6163 -6.3541 -2.2273
N 3.7836 -6.9080 -1.3476
C 2.9010 -7.7871 -1.8190
C 2.8110 -8.1467 -3.1550
H 3.6457 -7.8109 -5.1064
H 5.3082 -6.1558 -4.2515
H 5.3204 -5.6431 -1.8059
H 2.2346 -8.2204 -1.0812
H 2.0747 -8.8685 -3.4808
C -16.3351 -1.1981 4.8092
C -16.4082 -0.8206 3.4785
C -15.4407 0.0408 2.9859
N -14.4432 0.5314 3.7205
C -14.3903 0.1579 4.9984
C -15.3043 -0.7003 5.5890
H -17.0707 -1.8702 5.2324
H -17.1972 -1.1855 2.8355
H -15.4570 0.3606 1.9495
H -13.5680 0.5744 5.5718
H -15.2101 -0.9702 6.6317
*
```

Properties
LUMO level in hartree: 0.00227
E_tot in eV: -169274.9554
HOMO energy in eV: -9.23
Orbital gap in eV: 9.288
SMILES string: CCCCCCCCCCCC[C@]1(COCCC)OS(=O)(=O)O[C@@]1(Br)B(O)CC.c1ccncc1.c1ccncc1.c1ccncc1.c1ccncc1.c1ccncc1.c1ccncc1.c1ccncc1.c1ccncc1